C38H51BrCuN3O5PSi4 as an isolated structure. Source: the OMol25 dataset; level of theory: wB97M-V/def2-TZVPD.

```
104
Properties=species:S:1:pos:R:3:forces:R:3
Cu 0.661 0.747 -0.460 -0.33 -0.64 -0.54
O 2.571 -0.737 0.995 0.71 -0.32 0.05
C 1.720 0.132 1.053 -1.11 0.12 -0.10
C 1.472 0.766 2.425 0.16 0.25 -0.04
C 2.550 0.858 3.299 0.16 -0.01 0.10
C 2.452 1.553 4.495 -0.01 -0.12 -0.02
C 1.246 2.143 4.843 0.00 0.04 -0.04
C 0.161 2.040 3.985 -0.12 -0.10 -0.13
C 0.259 1.371 2.764 -0.17 -0.10 -0.07
P -1.184 1.258 1.570 -0.01 0.62 0.51
C -2.571 1.212 2.837 -0.07 0.00 0.00
C -2.993 -0.065 3.224 0.04 0.04 -0.05
C -4.026 -0.245 4.137 0.09 0.02 -0.07
C -4.679 0.854 4.680 0.06 0.04 -0.03
C -4.284 2.128 4.298 0.07 0.07 -0.05
C -3.248 2.305 3.384 0.05 -0.06 0.13
C -1.240 3.052 1.090 -0.07 0.03 0.08
C -2.439 3.614 0.641 0.04 -0.06 0.00
C -2.512 4.947 0.264 0.00 -0.05 0.04
C -1.372 5.740 0.282 0.05 -0.06 0.05
C -0.160 5.178 0.656 -0.06 -0.05 -0.01
C -0.092 3.848 1.058 -0.07 -0.05 0.01
H 3.478 0.380 3.003 -0.01 0.04 -0.01
H 3.308 1.633 5.155 0.05 0.01 0.01
H 1.148 2.698 5.769 0.01 -0.03 0.00
H -0.777 2.497 4.274 -0.03 0.00 -0.03
H -2.486 -0.915 2.786 -0.02 -0.04 0.03
H -4.331 -1.247 4.420 0.02 0.00 -0.04
H -5.487 0.720 5.390 0.01 0.00 -0.01
H -4.777 2.999 4.721 0.01 -0.04 -0.05
H -2.957 3.310 3.108 0.01 0.03 -0.02
H -3.328 2.992 0.577 0.02 0.06 0.05
H -3.460 5.366 -0.056 0.04 -0.05 -0.05
H -1.423 6.778 -0.024 0.00 -0.02 -0.01
H 0.746 5.773 0.626 -0.01 -0.05 -0.01
H 0.871 3.424 1.320 -0.04 0.02 0.02
C 0.179 -4.221 4.561 0.01 0.15 -0.15
N -0.355 -3.041 3.911 0.17 -0.19 0.11
C 0.287 -2.379 2.876 -0.25 0.28 -0.21
N 1.600 -2.692 2.698 -0.28 -0.25 0.35
O -0.324 -1.576 2.173 0.27 -0.65 0.49
H -0.599 -4.667 5.176 -0.02 0.01 0.02
H 1.014 -3.968 5.223 -0.03 0.00 -0.01
H 0.523 -4.973 3.843 -0.02 0.00 0.00
H -1.353 -2.950 3.868 -0.10 0.05 -0.07
H 2.097 -3.183 3.419 -0.05 0.04 0.00
H 2.129 -2.048 2.122 0.18 0.23 -0.32
Br 4.955 -0.848 -2.863 -0.17 0.04 0.10
C 4.793 0.962 -3.412 -0.12 0.40 0.02
C 5.717 1.389 -4.362 -0.07 -0.02 0.03
C 5.695 2.696 -4.824 0.07 -0.03 -0.06
C 4.761 3.587 -4.319 -0.11 0.01 0.05
C 3.859 3.162 -3.354 0.07 0.05 -0.06
C 3.840 1.847 -2.887 0.02 -0.24 -0.13
C 2.713 1.498 -1.906 0.04 0.09 0.29
O 2.386 2.400 -1.092 0.20 -0.31 -0.25
O 2.177 0.375 -2.014 0.51 0.28 -0.26
H 6.443 0.682 -4.747 -0.02 0.03 0.04
H 6.404 3.012 -5.584 -0.04 -0.04 0.07
H 4.724 4.608 -4.686 0.02 -0.05 0.05
H 3.126 3.841 -2.933 0.03 -0.07 -0.02
O -1.075 3.721 -2.585 0.16 -0.91 0.33
C -0.838 2.643 -2.086 0.01 -0.26 0.11
N -0.655 1.557 -1.610 -0.29 1.59 -0.69
C -0.304 -4.902 -2.893 -0.10 0.04 -0.36
Si 0.062 -3.648 -1.504 0.09 -0.55 0.04
C -0.565 -4.587 0.024 -0.17 0.12 0.28
C 1.945 -3.678 -1.376 0.26 0.37 0.10
Si -0.762 -1.474 -1.728 0.34 0.24 0.34
Si -3.009 -1.594 -1.163 -0.48 -0.24 0.06
C -4.122 -2.559 -2.372 0.02 -0.09 -0.34
C -3.816 0.106 -1.046 0.16 0.27 0.01
C -3.353 -2.486 0.484 0.32 0.00 0.32
Si -0.810 -1.169 -4.052 0.15 0.04 -0.47
C -1.567 -2.546 -5.134 -0.24 -0.40 0.26
C 0.942 -1.009 -4.736 0.26 0.13 0.15
C -1.785 0.343 -4.618 -0.18 0.32 0.21
H 0.022 -5.918 -2.622 -0.01 0.20 0.04
H 0.226 -4.608 -3.812 -0.11 -0.15 0.21
H -1.378 -4.934 -3.130 0.21 -0.03 0.03
H 0.014 -5.506 0.186 -0.04 0.10 -0.10
H -1.624 -4.859 -0.089 0.18 0.03 0.02
H -0.479 -3.966 0.923 -0.03 -0.08 -0.08
H 2.308 -4.664 -1.053 -0.07 0.08 -0.06
H 2.296 -2.917 -0.660 -0.07 -0.19 -0.18
H 2.407 -3.436 -2.345 -0.09 -0.03 0.18
H -4.160 -2.073 -3.359 -0.03 -0.11 0.23
H -5.153 -2.648 -1.994 0.17 0.05 -0.01
H -3.723 -3.573 -2.522 -0.10 0.15 0.01
H -3.854 0.587 -2.031 0.02 -0.03 0.13
H -3.207 0.751 -0.403 -0.09 -0.03 -0.10
H -4.831 0.053 -0.635 0.05 -0.06 -0.04
H -3.568 -3.549 0.309 0.03 0.17 0.02
H -4.205 -2.038 1.015 0.10 -0.07 -0.13
H -2.468 -2.424 1.137 -0.25 -0.03 -0.13
H -0.977 -3.470 -5.073 -0.16 0.20 -0.08
H -1.603 -2.231 -6.185 0.04 0.06 0.10
H -2.592 -2.790 -4.814 0.24 0.03 -0.14
H 1.447 -1.986 -4.743 -0.08 0.15 -0.01
H 1.527 -0.348 -4.084 -0.06 -0.11 -0.15
H 0.950 -0.603 -5.757 -0.05 -0.11 0.12
H -2.840 0.268 -4.311 0.20 0.01 -0.09
H -1.753 0.442 -5.712 0.01 -0.09 0.11
H -1.385 1.262 -4.176 -0.07 -0.14 -0.08
```
Forces are in eV/Å.

Its expectation value of S² is 0.77. The frontier orbital gap (alpha / beta) is 5.1 / 4.9 eV. Its multiplicity is 2. Its charge is -2. The LUMO energy (alpha / beta) is 0.149 / 0.148 Ha.

Results of the Löwdin charge analysis, in e, for atoms 1 through 99: atom 1 (Cu): 0.26, atom 2 (O): -0.06, atom 3 (C): -0.33, atom 4 (C): -0.22, atom 5 (C): -0.04, atom 6 (C): -0.10, atom 7 (C): -0.10, atom 8 (C): -0.08, atom 9 (C): -0.30, atom 10 (P): 1.13, atom 11 (C): -0.33, atom 12 (C): -0.10, atom 13 (C): -0.10, atom 14 (C): -0.12, atom 15 (C): -0.10, atom 16 (C): -0.11, atom 17 (C): -0.36, atom 18 (C): -0.13, atom 19 (C): -0.10, atom 20 (C): -0.11, atom 21 (C): -0.08, atom 22 (C): -0.08, atom 23 (H): 0.11, atom 24 (H): 0.09, atom 25 (H): 0.09, atom 26 (H): 0.09, atom 27 (H): 0.06, atom 28 (H): 0.09, atom 29 (H): 0.09, atom 30 (H): 0.09, atom 31 (H): 0.09, atom 32 (H): 0.10, atom 33 (H): 0.09, atom 34 (H): 0.09, atom 35 (H): 0.10, atom 36 (H): 0.10, atom 37 (C): -0.12, atom 38 (N): 0.01, atom 39 (C): -0.60, atom 40 (N): 0.20, atom 41 (O): -0.02, atom 42 (H): 0.07, atom 43 (H): 0.07, atom 44 (H): 0.08, atom 45 (H): 0.12, atom 46 (H): 0.08, atom 47 (H): 0.06, atom 48 (Br): 0.76, atom 49 (C): -0.60, atom 50 (C): -0.17, atom 51 (C): -0.12, atom 52 (C): -0.10, atom 53 (C): -0.03, atom 54 (C): -0.13, atom 55 (C): -0.65, atom 56 (O): -0.03, atom 57 (O): -0.10, atom 58 (H): 0.08, atom 59 (H): 0.09, atom 60 (H): 0.09, atom 61 (H): 0.12, atom 62 (O): 0.00, atom 63 (C): -0.51, atom 64 (N): 0.03, atom 65 (C): -0.25, atom 66 (Si): 0.31, atom 67 (C): -0.23, atom 68 (C): -0.23, atom 69 (Si): 0.47, atom 70 (Si): 0.30, atom 71 (C): -0.25, atom 72 (C): -0.23, atom 73 (C): -0.23, atom 74 (Si): 0.32, atom 75 (C): -0.23, atom 76 (C): -0.22, atom 77 (C): -0.22, atom 78 (H): 0.02, atom 79 (H): 0.01, atom 80 (H): 0.01, atom 81 (H): 0.02, atom 82 (H): 0.01, atom 83 (H): -0.01, atom 84 (H): 0.02, atom 85 (H): 0.02, atom 86 (H): 0.01, atom 87 (H): 0.01, atom 88 (H): 0.02, atom 89 (H): 0.01, atom 90 (H): 0.02, atom 91 (H): -0.02, atom 92 (H): 0.02, atom 93 (H): 0.01, atom 94 (H): 0.02, atom 95 (H): -0.01, atom 96 (H): -0.01, atom 97 (H): 0.02, atom 98 (H): 0.00, atom 99 (H): 0.02